Density functional theory data (wB97M-V/def2-TZVPD) for a structure of composition C23H22CrN7OSe3Te.

XYZ file:
```
58
Properties=species:S:1:pos:R:3:forces:R:3
Cr 0.04439 0.66843 0.40053 -0.44 -0.37 0.04
C 0.87038 -1.64327 -1.44988 0.04 0.15 0.00
C 1.89443 -2.01715 -0.38767 0.04 0.05 0.08
C 1.36174 -2.11206 1.02163 0.02 0.08 -0.05
C 1.48958 -3.30632 1.71277 0.04 0.01 0.02
C 1.06835 -3.39155 3.03009 0.02 -0.05 -0.03
C 0.54021 -2.26563 3.62653 -0.03 0.07 -0.01
C 0.41367 -1.11578 2.86771 -0.07 0.08 -0.03
N 0.79807 -1.02846 1.58875 -0.03 0.02 -0.14
N 0.58714 -0.19452 -1.50466 -0.04 0.15 -0.02
C -0.55647 0.03795 -2.41634 0.06 -0.05 0.01
C -1.15290 1.40076 -2.19375 0.06 -0.14 0.02
C -1.97604 1.98275 -3.14724 0.07 -0.04 0.02
C -2.47547 3.24889 -2.91467 0.00 0.07 0.05
C -2.11203 3.90293 -1.74641 0.00 0.04 -0.08
C -1.30882 3.24872 -0.83692 0.08 -0.14 -0.02
N -0.85075 2.00365 -1.03845 -0.09 0.13 0.00
C 1.75059 0.58377 -1.99574 -0.09 -0.10 -0.06
C 2.61616 1.11688 -0.88915 -0.15 -0.11 -0.06
C 3.97138 1.33360 -1.05381 -0.02 0.01 -0.07
C 4.70987 1.82776 0.00869 0.03 -0.02 -0.03
C 4.05696 2.08252 1.19998 -0.09 0.05 0.11
C 2.69486 1.84946 1.28490 0.06 0.00 0.00
N 1.97586 1.36754 0.26228 0.36 0.10 0.08
H -0.07032 -2.15165 -1.25954 -0.05 -0.05 0.01
H 1.22089 -1.96836 -2.43708 0.02 -0.04 0.00
H 2.73745 -1.31871 -0.40337 -0.02 -0.05 0.01
H 2.30594 -2.99213 -0.64915 -0.01 0.00 -0.02
H 1.92361 -4.16036 1.21180 -0.01 -0.02 0.01
H 1.15370 -4.32351 3.57318 0.01 0.00 0.01
H 0.19593 -2.26557 4.65028 0.01 -0.02 0.01
H -0.02218 -0.21350 3.27861 0.01 -0.06 0.00
H -1.30363 -0.73007 -2.23519 -0.08 -0.02 0.08
H -0.23734 -0.06232 -3.46154 -0.02 -0.02 0.00
H -2.21360 1.43661 -4.05003 0.00 0.00 -0.02
H -3.13162 3.72120 -3.63352 0.00 0.01 0.00
H -2.46136 4.90041 -1.52059 -0.02 0.00 -0.02
H -1.02744 3.70148 0.10422 -0.01 -0.01 -0.01
H 1.35709 1.43417 -2.55629 0.06 0.04 0.01
H 2.34395 -0.01749 -2.69310 0.00 0.02 -0.02
H 4.43462 1.10292 -2.00392 0.02 0.00 0.00
H 5.77298 1.99879 -0.09201 0.01 0.01 0.00
H 4.58042 2.46582 2.06405 0.02 0.00 -0.01
H 2.15273 2.05038 2.20057 0.00 -0.02 0.00
Se -0.44481 2.26204 2.28004 0.05 0.19 0.27
Se -2.61778 2.15332 3.14547 0.01 0.02 -0.01
Te -4.16315 3.07578 1.37094 -0.02 0.02 0.02
Se -4.63771 1.27639 -0.12972 -0.03 0.01 0.01
N -2.67444 -1.19732 2.20486 -0.06 0.07 -0.06
C -2.37772 -1.33503 0.87751 -0.22 -0.11 0.41
O -1.71878 -0.40952 0.33472 0.31 -0.08 -0.67
C -2.82160 -2.51332 0.21389 0.05 0.07 0.18
C -2.52581 -2.76532 -1.14395 -0.13 0.13 0.22
N -2.29019 -2.97196 -2.25723 0.12 0.07 -0.05
C -3.58326 -3.47108 0.93731 0.22 0.09 -0.37
N -4.18617 -4.25355 1.53343 -0.08 -0.01 0.16
H -3.37474 -1.80893 2.59544 0.00 -0.02 -0.01
H -2.70682 -0.23045 2.52072 0.04 -0.21 -0.01
```
Positions in Å, forces in eV/Å.

Values from the calculation:
- Lowest unoccupied orbital energy (spin up / spin down): -0.11 / -1.64 eV
- Multiplicity: 4
- E_HOMO (spin up / spin down): -7.43 / -6.42 eV
- Total charge: 0

=====

Density functional theory data (wB97M-V/def2-TZVPD) for a structure of composition C23H22F2IrN3O10P2S3.

XYZ file:
```
66
Properties=species:S:1:pos:R:3:forces:R:3
Ir 0.63939 -0.33446 -0.42168 -0.22 -0.13 0.54
C 4.35844 2.68390 -0.45423 0.01 0.04 -0.03
C 3.74702 1.98274 -1.66834 0.00 0.16 -0.05
O 4.22135 2.52355 -2.89295 -0.07 0.03 0.02
P 4.08624 0.20290 -1.62139 -0.23 -0.02 0.08
O 3.82479 -0.37382 -3.06097 0.16 -0.08 0.03
O 5.64246 -0.07382 -1.48810 -0.05 0.06 -0.11
O 3.27677 -0.37392 -0.51314 0.34 -0.05 -0.04
P 1.90706 1.96702 -1.56874 -0.07 0.09 -0.08
O 1.59004 3.33909 -2.29689 0.26 -0.06 0.10
O 1.39080 0.75027 -2.35036 -0.08 -0.01 0.24
O 1.45791 1.87821 -0.13645 0.10 -0.18 0.06
H 5.44556 2.67520 -0.54648 -0.01 0.00 0.00
H 4.05200 2.20636 0.47618 -0.01 -0.03 -0.03
H 4.02458 3.72174 -0.42409 0.00 0.00 -0.02
H 3.60824 3.21768 -3.17209 0.04 -0.03 0.03
H 2.89937 -0.17217 -3.29994 -0.14 0.03 -0.02
H 5.91499 -0.13123 -0.56666 0.05 -0.04 0.13
H 0.62262 3.44196 -2.40523 -0.17 -0.10 -0.03
F -4.59648 -1.72793 0.75946 0.04 -0.02 -0.01
C -3.40060 -2.13564 0.28560 -0.17 0.01 0.05
C -2.31173 -1.31152 0.44898 0.12 -0.01 0.13
C -1.05869 -1.69681 -0.02008 0.20 0.21 -0.38
C -0.93443 -2.98309 -0.56947 0.08 -0.17 -0.03
C -2.08416 -3.74367 -0.76890 0.04 -0.09 -0.01
F -2.00633 -4.93502 -1.40714 -0.02 0.05 0.02
C -3.33687 -3.34671 -0.36651 -0.01 0.00 0.02
C 0.40921 -3.52926 -0.84926 -0.16 0.11 0.08
C 0.69109 -4.89269 -0.76952 -0.04 -0.01 -0.06
C 1.98121 -5.33342 -0.97518 0.01 -0.03 0.01
C 2.96477 -4.40157 -1.25698 0.02 -0.05 -0.01
C 2.61555 -3.06829 -1.27994 -0.14 0.15 -0.13
N 1.36836 -2.62680 -1.07151 0.26 -0.08 0.01
H -2.48196 -0.39322 0.97804 0.03 0.19 -0.02
H -4.20958 -3.95837 -0.54070 0.01 0.00 0.00
H -0.09834 -5.58801 -0.53821 0.02 -0.02 0.00
H 2.21515 -6.38856 -0.91112 -0.01 0.01 0.00
H 3.99039 -4.68765 -1.44260 -0.01 0.00 0.00
H 3.35953 -2.31975 -1.47584 -0.02 0.00 0.04
S 1.76608 -1.00084 1.81986 0.12 0.04 -0.15
C 0.90063 -0.65043 3.21436 -0.10 0.01 -0.02
N -0.23168 -0.00656 3.33217 0.07 -0.03 0.12
C -0.73576 0.26346 4.67480 0.05 -0.07 -0.08
C 0.09873 -0.57013 5.66170 -0.09 0.06 0.00
S 1.55002 -1.16837 4.75038 0.04 -0.01 -0.03
H -0.66196 0.51282 2.55022 -0.06 0.09 0.02
H -1.78627 -0.01745 4.72401 -0.03 0.03 -0.01
H -0.66607 1.33237 4.87711 0.06 0.02 -0.01
H -0.46108 -1.42326 6.03653 0.01 -0.02 -0.01
H 0.43689 0.02699 6.50444 -0.03 -0.01 0.02
O -1.75036 1.73598 1.99401 -0.01 -0.10 0.03
C -1.96399 1.84716 0.78531 0.30 -0.07 -0.15
N -1.18658 1.33830 -0.19481 -0.52 0.21 -0.34
S -1.79210 1.70625 -1.67455 0.46 -0.36 0.08
O -1.02580 2.76281 -2.30833 -0.15 0.01 -0.01
O -1.97972 0.50312 -2.43602 -0.10 0.15 0.03
C -3.28269 2.43449 -1.10601 -0.13 0.21 -0.14
C -4.32395 2.98087 -1.83008 -0.02 -0.08 0.08
C -5.32622 3.60687 -1.10181 -0.05 0.04 0.08
C -5.26000 3.69516 0.29007 0.00 -0.01 -0.08
C -4.19160 3.15213 0.99142 -0.06 -0.04 -0.01
C -3.20254 2.51628 0.26502 0.10 0.00 0.01
H -4.36507 2.91423 -2.90881 0.03 0.01 0.01
H -6.16981 4.03796 -1.62484 -0.01 0.01 0.03
H -6.05454 4.19635 0.82703 0.00 0.00 -0.01
H -4.12029 3.21022 2.06929 -0.01 0.01 -0.01
```
Positions in Å, forces in eV/Å.

Values from the calculation:
- Lowest unoccupied orbital energy (spin up / spin down): 0.34 / -1.82 eV
- Multiplicity: 5
- E_HOMO (spin up / spin down): -7.58 / -8.67 eV
- Total charge: 0

=====

Density functional theory data (wB97M-V/def2-TZVPD) for a structure of composition C23H22F3MnN3O2SSe2.

XYZ file:
```
57
Properties=species:S:1:pos:R:3:forces:R:3
Mn -0.08521 0.17221 -0.14956 0.08 0.11 0.01
O -5.15275 0.23579 -3.05114 0.01 0.00 -0.01
C -4.94542 0.51961 -1.68039 -0.01 0.00 0.01
C -3.48040 0.22796 -1.33974 0.00 -0.02 0.00
C -3.36483 0.39927 0.17597 0.01 0.03 -0.03
O -2.02900 0.26390 0.67224 -0.04 0.00 0.14
C -2.60608 1.25879 -2.07409 0.00 0.00 0.01
Se -0.83322 0.53451 -2.41180 -0.02 -0.01 -0.04
C -3.12716 -1.23449 -1.71150 0.01 0.01 -0.01
Se -1.93695 -1.35754 -3.25820 -0.01 -0.01 0.01
H -6.05768 0.45698 -3.28753 0.00 0.00 0.01
H -5.59440 -0.10316 -1.05162 0.00 0.00 0.00
H -5.16625 1.57107 -1.45869 0.00 0.00 0.00
H -3.99391 -0.34552 0.66862 -0.01 0.02 0.02
H -3.72325 1.39024 0.46747 0.02 0.01 -0.02
H -1.97001 -0.53325 1.22117 0.01 -0.07 -0.12
H -2.47571 2.17271 -1.49463 -0.01 0.00 0.00
H -3.03879 1.49241 -3.04411 0.01 0.00 -0.01
H -4.02272 -1.80181 -1.96076 0.00 0.00 -0.01
H -2.61063 -1.72157 -0.88618 -0.01 0.00 0.01
C 4.29935 -2.97011 -1.73699 -0.01 0.02 0.01
C 4.81748 -1.92170 -0.98766 -0.01 -0.03 -0.02
C 4.01920 -0.83845 -0.65982 0.00 0.03 0.02
C 2.69431 -0.81484 -1.07653 0.07 -0.01 -0.01
C 2.16529 -1.86550 -1.81178 -0.05 0.03 0.00
C 2.97513 -2.93674 -2.15088 0.02 -0.02 -0.01
N 1.84392 0.28696 -0.73984 -0.06 -0.04 0.02
N 2.41285 1.40321 -0.75839 0.06 -0.01 -0.02
C 1.55025 2.45207 -0.41087 -0.09 0.01 0.02
C 2.08051 3.73969 -0.34840 0.05 -0.01 -0.01
C 1.25306 4.78406 0.01568 -0.01 0.01 0.00
C -0.08420 4.51894 0.31079 0.01 -0.03 0.00
C -0.59088 3.22729 0.23316 -0.02 0.04 0.01
C 0.20682 2.13915 -0.13868 0.01 -0.01 -0.01
H 4.92508 -3.81607 -1.98945 0.00 0.00 0.00
H 5.84666 -1.95027 -0.65439 0.00 0.01 0.00
H 4.40545 -0.01154 -0.07999 0.00 0.00 0.00
H 1.12492 -1.84512 -2.11042 0.00 -0.01 0.00
H 2.56480 -3.75402 -2.72905 0.00 0.00 0.00
H 3.12778 3.89388 -0.57828 -0.01 0.01 0.00
H 1.63472 5.79456 0.07639 0.01 0.00 0.00
H -0.73492 5.33365 0.60734 0.00 0.00 0.00
H -1.63384 3.06831 0.49573 0.00 0.00 0.00
F 1.48928 -3.94881 4.40483 0.00 0.00 -0.01
C 0.95927 -3.56897 3.22289 0.01 0.00 0.02
F 1.63303 -4.22523 2.26806 0.00 0.00 0.00
F -0.30561 -4.02275 3.20542 0.00 0.00 0.00
C 1.02714 -2.07846 3.05007 0.01 0.00 0.00
C 1.59181 -1.28076 4.02643 -0.01 -0.03 -0.01
C 1.65158 0.09733 3.85532 0.01 0.02 0.01
C 1.14171 0.63067 2.68911 0.00 0.00 0.00
N 0.59593 -0.13423 1.74584 0.02 -0.01 0.04
C 0.51699 -1.47406 1.88904 -0.02 0.07 -0.05
S -0.22926 -2.20313 0.50976 -0.02 -0.09 0.02
H 1.98711 -1.73745 4.92326 0.00 0.00 0.00
H 2.08884 0.73663 4.60772 0.00 0.01 -0.01
H 1.16281 1.69367 2.47908 0.00 0.00 0.00
```
Positions in Å, forces in eV/Å.

Values from the calculation:
- Lowest unoccupied orbital energy (spin up / spin down): -0.22 / -0.21 eV
- Multiplicity: 2
- E_HOMO (spin up / spin down): -7.84 / -7.34 eV
- Total charge: 0

=====

Density functional theory data (wB97M-V/def2-TZVPD) for a structure of composition C23H22LuN6O3S3.

XYZ file:
```
58
Properties=species:S:1:pos:R:3:forces:R:3
Lu 0.13595 0.12191 0.85504 0.31 -0.13 0.48
S 1.27655 2.54061 1.26094 0.47 -0.08 0.28
C 0.00575 2.76111 0.15574 0.05 0.34 -0.30
N -0.40975 1.76261 -0.60966 0.15 0.45 0.22
C -1.45525 2.15961 -1.41666 -0.71 0.22 -0.47
C -2.11385 1.35581 -2.34486 0.13 0.18 0.19
C -3.15355 1.90781 -3.06406 -0.02 -0.06 0.00
C -3.55815 3.22561 -2.85926 -0.03 0.08 0.00
C -2.91095 4.03801 -1.94676 0.01 -0.06 -0.09
C -1.85165 3.49731 -1.24006 0.23 -0.27 0.02
S -0.83315 4.26971 -0.04996 -0.03 -0.54 -0.10
H -1.81795 0.32361 -2.47156 0.00 -0.03 -0.04
H -3.67235 1.30751 -3.79396 -0.09 -0.10 -0.05
H -4.39555 3.61471 -3.41726 -0.05 0.06 -0.07
H -3.21305 5.06011 -1.78416 -0.08 0.11 -0.03
C 2.34675 -3.20269 2.89454 -0.04 0.03 -0.19
C 2.06625 -1.73559 2.77654 0.27 -0.15 0.60
O 1.67025 -1.23399 1.70804 -0.12 0.06 -0.11
N 2.27455 -0.98869 3.85904 0.04 0.02 -0.05
C 2.11075 0.45741 3.86654 -0.21 0.30 -0.30
C 0.70705 0.86761 4.25174 0.10 0.07 0.11
C 0.46965 1.48341 5.47224 -0.01 -0.13 -0.26
C -0.83135 1.79541 5.83184 -0.07 -0.08 -0.23
C -1.84915 1.49011 4.94324 0.21 0.06 0.14
C -1.52565 0.90511 3.73014 -0.13 -0.14 -0.08
N -0.27245 0.59161 3.37374 -0.09 -0.03 -0.06
H 2.55995 -3.60199 1.90654 0.02 0.00 0.00
H 1.46945 -3.71519 3.28614 -0.10 0.00 0.03
H 3.18405 -3.39249 3.55854 0.06 -0.04 0.06
H 2.54005 -1.43039 4.72814 0.03 -0.10 -0.22
H 2.32655 0.82901 2.85454 0.09 -0.12 0.38
H 2.83605 0.88631 4.55814 -0.05 -0.05 -0.08
H 1.29775 1.72151 6.12174 0.07 -0.04 0.08
H -1.03985 2.25831 6.78384 -0.04 0.06 0.07
H -2.87725 1.70561 5.18434 -0.11 0.01 -0.05
H -2.30885 0.66101 3.01904 0.15 0.00 -0.01
O 0.84805 1.02761 -4.19576 0.05 0.45 0.22
C 0.60265 -0.14039 -4.92716 -0.10 -0.21 -0.17
N 1.78225 -0.95089 -5.10196 -0.21 0.28 -0.48
C 2.27375 -1.87739 -4.24536 -0.15 0.18 0.17
O 3.30735 -2.46709 -4.44946 0.21 -0.32 0.05
C 1.43805 -2.17039 -3.02636 0.03 -0.11 0.28
C 0.98745 -3.47159 -2.82686 0.08 0.32 0.21
C 0.26365 -3.75319 -1.68016 0.01 0.15 0.02
C 0.03995 -2.73909 -0.76416 -0.12 -0.12 0.07
N 0.49415 -1.48959 -0.93076 0.02 -0.05 -0.01
C 1.17815 -1.21689 -2.04726 0.06 0.13 -0.24
H 1.38425 1.64121 -4.71306 -0.08 -0.07 0.03
H 0.19185 0.08431 -5.92046 0.07 -0.08 0.21
H -0.14075 -0.69259 -4.34506 0.09 0.04 -0.24
H 2.35985 -0.78299 -5.91646 -0.01 -0.07 0.13
H 1.22085 -4.23689 -3.55166 -0.03 -0.07 -0.08
H -0.12365 -4.74279 -1.49836 -0.05 -0.06 0.06
H -0.53195 -2.92879 0.14034 0.04 0.03 -0.10
H 1.52045 -0.19149 -2.16616 -0.05 -0.10 -0.05
S -3.71915 -1.61899 -0.86726 -0.42 -0.31 -0.53
C -2.67215 -1.00779 0.13064 0.28 0.20 0.71
N -1.89255 -0.57169 0.92064 -0.16 -0.09 -0.13
```
Positions in Å, forces in eV/Å.

Values from the calculation:
- Lowest unoccupied orbital energy: -2.48 eV
- E_HOMO: -10.50 eV
- Total charge: +1